Entry 1:
A cluster of 2 separate species, C5H13NO in total. Source: the Open Molecules 2025 dataset; level of theory: ωB97M-V with the def2-TZVPD basis set.

The geometry in ORCA input format:
```
! RIJCOSX wB97M-V def2-TZVPD def2/J DEFGRID3
* xyz 0 1
C -0.35826 -0.05336 0.61781
C -1.81952 -0.35807 0.76864
C -0.04926 1.42503 0.78666
C 0.60978 -0.92321 1.36073
C 1.34130 0.03772 -2.08760
N 0.08336 0.00452 -1.37159
O -0.23227 -1.36001 -0.98131
H -0.66725 0.34802 -1.97118
H -0.22533 1.69092 1.83774
H 0.67840 -0.55570 2.39458
H -2.39459 0.09632 -0.03875
H -2.16878 0.09246 1.70831
H -2.00870 -1.42623 0.77336
H -0.69511 2.04552 0.16804
H 0.99079 1.64564 0.55219
H 0.30593 -1.96451 1.35239
H 1.60441 -0.84790 0.92219
H 1.34227 -0.72909 -2.87494
H 1.50944 1.02878 -2.52020
H 2.15339 -0.19685 -1.39707
*
```

Results
- E_tot: -328.12298 a.u.
- Relative energy (zero: lowest compared OMol25 entry of this formula, charge and spin): 514.3 kJ/mol

Entry 2:
A cluster of 2 separate species, C23H42N2O6S2 in total at a distorted geometry. Source: the Open Molecules 2025 dataset; level of theory: ωB97M-V with the def2-TZVPD basis set.

The geometry in ORCA input format:
```
! RIJCOSX wB97M-V def2-TZVPD def2/J DEFGRID3
* xyz 0 1
C -5.06375 -1.83803 -0.24663
C -5.65624 -0.77129 0.68486
C -4.67659 0.21004 1.34559
C -3.39713 -0.39801 1.96810
N -2.10178 0.05474 1.43121
C -1.79218 1.44730 1.80036
C -0.53260 1.47645 2.68585
C 0.52294 0.52729 2.13190
C 1.89491 0.69145 2.77019
O 2.54484 -0.58218 2.99294
C 3.36299 -0.99425 2.01315
O 3.37306 -0.56910 0.88442
N 4.23077 -1.95507 2.50802
C 4.82890 -2.86581 1.53676
C 3.88864 -3.87551 0.84815
C 3.68340 -3.58774 -0.64279
C 3.38457 -4.85034 -1.43648
O 3.64870 -4.72285 -2.84560
C 2.92592 -3.76457 -3.50292
C 3.63102 -2.45665 -3.74415
O 1.82026 -3.99521 -3.90316
C -1.85898 -0.33206 0.10351
S -1.22232 -1.80788 -0.20136
S -2.28167 0.75219 -1.22400
C -2.35683 -0.32515 -2.67080
C -2.52718 0.55110 -3.92341
C -3.67360 1.56075 -3.85482
H -5.22299 -1.60157 -1.29826
H -5.55024 -2.80008 -0.06875
H -3.99875 -2.00780 -0.09833
H -6.28407 -1.22648 1.45276
H -6.33891 -0.16292 0.08353
H -5.22278 0.68548 2.16613
H -4.40321 1.01873 0.66771
H -3.43288 -1.48905 1.94329
H -3.37347 -0.13182 3.02625
H -1.61994 2.10531 0.95177
H -2.63291 1.86208 2.36033
H -0.80406 1.18233 3.70503
H -0.12175 2.48767 2.71679
H 0.20627 -0.51169 2.21004
H 0.62238 0.72841 1.06264
H 2.55968 1.28477 2.14156
H 1.82706 1.14927 3.75716
H 3.74978 -2.46751 3.23861
H 5.36837 -2.29341 0.78452
H 5.58415 -3.42603 2.09177
H 2.93819 -3.94668 1.38057
H 4.35769 -4.86144 0.92259
H 4.59216 -3.14388 -1.05551
H 2.87737 -2.86377 -0.78662
H 2.34918 -5.18262 -1.31839
H 4.03632 -5.66235 -1.11360
H 4.64511 -2.47572 -3.35279
H 3.08320 -1.65859 -3.24324
H 3.65870 -2.25706 -4.81339
H -3.17136 -1.04003 -2.56113
H -1.40656 -0.84977 -2.73178
H -1.58373 1.07419 -4.09039
H -2.72557 -0.13522 -4.74790
H -3.45642 2.39327 -3.18724
H -4.60684 1.08150 -3.55266
H -3.83624 1.98809 -4.84732
O 0.31875 2.97458 0.14517
C 0.49118 4.11958 0.44025
C 1.62281 5.03593 0.01709
C 1.50693 6.19288 1.00901
C 0.01621 6.18084 1.32828
O -0.38040 4.80215 1.22219
H 1.43856 5.35156 -1.01082
H 2.57270 4.51196 0.06970
H 1.85167 7.15008 0.62434
H 2.07925 5.96463 1.90901
H -0.56668 6.76052 0.60962
H -0.21399 6.53006 2.33152
*
```

Results
- E_tot: -2258.90751 a.u.
- Structure (SMILES): CCCCN(CCCCOC(=O)NCCCCOC(C)=O)C(=S)SCCC.O=C1CCCO1

Entry 3:
A cluster of 2 separate species, C5H10N2 in total at a distorted geometry. Source: the Open Molecules 2025 dataset; level of theory: ωB97M-V with the def2-TZVPD basis set.

The geometry in ORCA input format:
```
! RIJCOSX wB97M-V def2-TZVPD def2/J DEFGRID3
* xyz 0 1
C 0.43577 -1.87369 0.58982
C 0.02481 -1.40508 -0.78804
N -1.29885 -0.85568 -1.05112
C -0.13391 0.03623 -1.13322
C 0.22582 1.02490 -0.09114
C -0.00830 2.46107 0.33337
N -0.45639 1.30727 1.05334
H -0.04856 -2.82850 0.82539
H 0.18157 -1.15542 1.37675
H 1.51935 -2.02643 0.63019
H 0.38495 -2.03971 -1.59521
H -1.79785 -0.70362 -0.17642
H 0.12161 0.35967 -2.13829
H 1.64364 1.21921 0.11632
H 1.22711 2.46373 0.43524
H -0.84686 3.08567 -0.03662
H -1.17390 0.93036 1.64965
*
```

Results
- E_tot: -305.80604 a.u.
- Relative energy (zero: lowest compared OMol25 entry of this formula, charge and spin): 571.9 kJ/mol

Entry 4:
A cluster of 9 separate species, C34H64F6N4O13 in total at a distorted geometry. Source: the Open Molecules 2025 dataset; level of theory: ωB97M-V with the def2-TZVPD basis set.

The geometry in ORCA input format:
```
! RIJCOSX wB97M-V def2-TZVPD def2/J DEFGRID3
* xyz 0 1
C -4.80164 -6.89548 -1.77877
C -5.35396 -5.65507 -1.12872
O -4.24938 -4.81627 -0.80625
C -4.44676 -3.50835 -0.70881
O -5.53470 -3.01527 -0.70347
C -3.19671 -2.71255 -0.30710
F -3.53866 -1.63342 0.35802
F -2.38201 -3.46198 0.43003
F -2.59285 -2.34582 -1.45332
H -5.64395 -7.58559 -1.92425
H -4.21881 -7.52375 -1.10022
H -4.29276 -6.69447 -2.71594
H -5.98526 -5.94163 -0.28508
H -5.98968 -5.13045 -1.84627
C -3.58462 2.79000 9.02873
C -2.34313 3.29579 8.33349
O -2.20355 2.66823 7.07831
C -1.02015 2.17729 6.70728
O -0.00004 2.36315 7.30343
C -1.08091 1.40633 5.37226
F -2.03266 0.47898 5.39896
F -1.36492 2.31240 4.40726
F 0.07537 0.83885 5.07098
H -3.66363 1.70228 9.01730
H -4.50536 3.13888 8.55427
H -3.63773 3.12706 10.06398
H -1.45389 3.08986 8.93960
H -2.31800 4.38953 8.33341
C 1.47515 9.23164 -6.02858
O 0.81971 8.00720 -6.12709
C 0.96615 7.23778 -4.95107
C 0.28024 5.89909 -5.21889
O 0.18185 5.25902 -3.95297
C 0.07612 3.86779 -4.02018
C -0.42309 3.23538 -2.73147
O -1.73461 3.69694 -2.45987
C -2.32871 2.85848 -1.47658
H 2.55690 9.18878 -5.85767
H 1.07414 9.94603 -5.30054
H 1.40403 9.78798 -6.96772
H 0.44684 7.66350 -4.08967
H 2.02140 7.01732 -4.76503
H 0.84103 5.28670 -5.92547
H -0.74772 6.10731 -5.52996
H 0.98444 3.31957 -4.31194
H -0.64694 3.64100 -4.81950
H 0.28002 3.47336 -1.92427
H -0.47125 2.15528 -2.88363
H -2.57452 1.88963 -1.91918
H -3.25144 3.32298 -1.13247
H -1.62746 2.74484 -0.64959
C 2.86871 -3.27081 -6.96144
O 3.49811 -2.52042 -5.96379
C 2.70744 -1.51283 -5.38617
C 3.31650 -0.91963 -4.14719
O 3.01622 -1.76235 -3.06132
C 3.47121 -1.37126 -1.80534
C 3.41219 -2.49718 -0.76617
O 2.26728 -3.33085 -0.77951
C 1.02079 -2.69096 -0.89111
H 1.79425 -3.33229 -6.75153
H 3.27793 -4.28016 -6.93726
H 2.94736 -2.93538 -8.00087
H 1.70547 -1.89252 -5.15789
H 2.55210 -0.67322 -6.07610
H 2.85153 0.06457 -4.00336
H 4.39081 -0.75023 -4.29125
H 2.89088 -0.53474 -1.39688
H 4.52193 -1.06026 -1.81644
H 3.47840 -2.05241 0.23173
H 4.25237 -3.17749 -0.89630
H 1.03631 -1.92467 -1.66955
H 0.73406 -2.26588 0.07995
H 0.25613 -3.42688 -1.14413
C 3.17697 -5.20945 3.62503
O 2.27389 -4.15463 3.87329
C 2.82664 -2.97726 4.38155
C 1.77422 -1.87734 4.34752
O 1.68300 -1.11304 3.16560
C 2.91191 -0.53799 2.74776
C 2.59156 0.50022 1.70719
O 3.77671 0.77255 0.97993
C 3.71278 1.94151 0.20633
H 2.61939 -6.03740 3.19356
H 3.62960 -5.56061 4.55746
H 3.95833 -4.90148 2.92667
H 3.76901 -2.67464 3.91256
H 3.04664 -3.08998 5.45672
H 1.84661 -1.20990 5.21489
H 0.81616 -2.37686 4.51368
H 3.51163 -1.29536 2.23100
H 3.47514 -0.17710 3.61127
H 2.20918 1.41612 2.17378
H 1.85780 0.15016 0.97378
H 4.63000 2.03084 -0.37246
H 3.55783 2.82868 0.82828
H 2.89574 1.87128 -0.52602
C -3.37462 3.92801 2.77178
C -3.34106 2.67836 1.99351
N -3.27717 1.72347 1.36571
H -4.20486 3.87795 3.46918
H -3.53835 4.71285 2.03298
H -2.37773 4.01705 3.19074
C -1.22604 -1.12113 -4.23560
C -0.42986 -0.02408 -4.78544
N 0.17179 0.83770 -5.24248
H -1.28614 -1.07660 -3.14776
H -0.83083 -2.08385 -4.54454
H -2.24774 -0.92926 -4.57093
C -0.85804 -0.42410 1.78185
C -0.81349 -0.02727 0.37053
N -0.69540 0.26487 -0.73333
H -0.45965 -1.41948 1.95402
H -1.87428 -0.52968 2.17121
H -0.42758 0.30123 2.46531
C -0.71435 -4.82956 3.41674
C -1.57037 -3.67199 3.61243
N -2.22018 -2.74823 3.81590
H -0.09149 -4.93395 4.30331
H -0.02423 -4.72372 2.58136
H -1.34894 -5.69525 3.23032
*
```

Results
- E_tot: -3130.02870 a.u.
- Structure (SMILES): CCOC(=O)C(F)(F)F.CCOC(=O)C(F)(F)F.COCCOCCOC.COCCOCCOC.COCCOCCOC.CC#N.CC#N.CC#N.CC#N
- Relative energy (zero: lowest compared OMol25 entry of this formula, charge and spin): 0.0 kJ/mol